(A)
# C10H10N2O2

The molecule C10H10N2O2 (ωB97M-V/def2-TZVPD, the Open Molecules 2025 dataset).

```
24
Properties=species:S:1:pos:R:3:mulliken_charge:R:1
C 0.810 1.071 -3.259 -0.6938
C -0.179 0.780 -2.311 -0.5760
C 1.978 1.300 -2.571 -0.6354
C 0.421 0.841 -1.060 0.9864
C -1.019 -0.620 2.460 0.2321
C -2.059 -0.197 1.463 -0.7276
C -0.294 -1.886 2.056 -0.3646
C -1.593 0.403 0.370 -0.6974
C -0.122 -2.262 0.802 -0.6525
C -0.161 0.602 0.232 -0.0331
N 1.733 1.157 -1.252 -0.0462
N 0.576 0.666 1.315 0.8496
O -0.047 0.423 2.551 -0.4584
O 1.786 0.922 1.385 -0.8868
H 0.674 1.109 -4.321 0.4292
H -1.201 0.544 -2.523 0.4136
H 2.954 1.548 -2.938 0.4334
H -1.416 -0.694 3.474 0.4436
H -3.100 -0.391 1.651 0.4260
H 0.222 -2.386 2.862 0.3549
H -2.223 0.748 -0.431 0.4703
H 0.488 -3.119 0.571 0.3052
H -0.616 -1.808 -0.038 0.2657
H 2.388 1.249 -0.488 0.1617
```

Highest occupied orbital energy (spin up / spin down): -7.622 / -7.621 eV
Gap between HOMO and LUMO (spin up / spin down): 7.9 / 7.9 eV
SMILES: C=C[C@@H]1C=CC(c2ccc[nH]2)=[N+]([O-])O1

---

(B)
# C10H10N2O2

A cluster of 2 separate species, C10H10N2O2 in total (ωB97M-V/def2-TZVPD, the Open Molecules 2025 dataset).

```
24
Properties=species:S:1:pos:R:3:mulliken_charge:R:1
C -3.133 2.483 1.178 -0.5397
C -3.755 1.298 1.709 -0.1231
C -3.078 0.201 2.143 -0.6095
C -1.736 0.218 2.081 -0.0173
C -1.082 1.292 1.516 -0.1426
C -1.746 2.357 1.004 -0.3646
C 1.405 -0.329 -0.098 0.5029
C 1.120 -1.705 0.202 -0.3341
C 1.825 -2.600 -0.593 -0.2997
C 2.217 -0.825 -2.356 0.3847
H -3.753 3.337 0.884 0.3712
H -4.925 1.512 1.789 0.1581
H -3.578 -0.706 2.513 0.3453
H -1.180 -0.756 2.273 0.0738
H -0.001 1.246 1.384 0.4847
H -1.240 3.113 0.466 0.4032
H 1.934 0.952 -1.803 0.2448
H 0.618 -1.812 1.195 0.2714
H 1.784 -3.729 -0.484 0.3251
H 2.227 -2.869 -2.758 0.2759
N 2.041 0.103 -1.401 -0.1319
N 2.179 -2.181 -1.948 -0.1342
O 0.964 0.484 0.700 -0.5165
O 2.330 -0.495 -3.540 -0.6279
```

Highest occupied orbital energy: -8.669 eV
Gap between HOMO and LUMO: 8.3 eV
SMILES: O=c1cc[nH]c(=O)[nH]1.c1ccccc1

---

(C)
# C10H10N2O2

The molecule C10H10N2O2 (ωB97M-V/def2-TZVPD, the Open Molecules 2025 dataset).

```
24
Properties=species:S:1:pos:R:3:mulliken_charge:R:1
C 0.844 -1.669 1.991 -0.6489
C -0.588 -0.389 0.528 0.6358
C -1.693 -1.128 0.067 -0.7371
C -1.998 -0.963 -1.284 1.0551
C -1.263 -0.062 -2.183 -0.8027
C -0.282 0.763 -1.651 -0.7337
C 0.087 0.530 -0.235 0.1917
C 1.191 1.337 0.442 0.2631
C 1.230 2.702 0.371 -0.4096
C 3.140 1.916 1.182 -0.0087
H 1.038 -1.620 3.099 0.2289
H 0.489 -2.693 1.750 0.2679
H 1.666 -1.392 1.373 0.3203
H -2.340 -1.685 0.777 0.3525
H -2.932 -1.633 -2.933 0.2354
H -3.260 -2.582 -1.513 0.2489
H -1.669 0.145 -3.154 0.3070
H 0.250 1.507 -2.226 0.4825
H 0.458 3.456 0.030 0.3877
H 4.100 1.780 1.762 0.3349
N -3.058 -1.631 -1.917 -0.6043
N 2.466 3.079 0.905 -0.5946
O -0.206 -0.599 1.854 -0.4996
O 2.332 0.832 0.966 -0.2726
```

Highest occupied orbital energy: -8.014 eV
Gap between HOMO and LUMO: 8.8 eV
SMILES: COc1cc(N)ccc1-c1cnco1

---

(D)
# C10H10N2O2

A cluster of 2 separate species, C10H10N2O2 in total (ωB97M-V/def2-TZVPD, the Open Molecules 2025 dataset).

```
24
Properties=species:S:1:pos:R:3:mulliken_charge:R:1
C 2.892 -1.160 -0.940 -0.4862
C 1.549 -0.686 -0.776 -0.0675
C 1.242 0.407 0.150 0.0703
C 2.345 1.062 0.705 -0.4647
C 3.640 0.721 0.673 -0.5104
C 3.880 -0.511 -0.041 -0.2747
C -2.261 -1.004 0.900 0.5707
C -3.015 -1.288 -0.295 -0.4300
C -3.313 -0.271 -1.157 -0.2621
C -1.940 1.428 0.097 0.2998
H 2.896 -2.139 -1.394 0.3454
H 0.693 -1.456 -0.986 0.1503
H 0.280 0.714 0.368 0.3589
H 2.172 1.731 1.513 0.2651
H 4.500 1.133 1.160 0.4038
H 4.973 -0.874 -0.208 0.2486
H -1.614 0.732 1.978 0.2481
H -3.382 -2.361 -0.419 0.3296
H -4.059 -0.307 -1.916 0.4040
H -3.020 1.895 -1.690 0.2881
N -1.849 0.335 1.029 -0.1432
N -2.772 1.099 -1.008 -0.1330
O -2.356 -1.725 1.915 -0.6244
O -1.484 2.525 0.341 -0.5864
```

Highest occupied orbital energy: -8.988 eV
Gap between HOMO and LUMO: 9.2 eV
SMILES: O=c1cc[nH]c(=O)[nH]1.c1ccccc1

---

List of relative energies, unit kcal/mol: (A) 61.8; (B) 13.9; (C) 5.6; (D) 0.0

---

(A)
# C5H19NO5

A cluster of 5 separate species, C5H19NO5 in total (ωB97M-V/def2-TZVPD, the Open Molecules 2025 dataset).

```
30
Properties=species:S:1:pos:R:3:mulliken_charge:R:1
O 2.129 1.306 1.204 -0.5033
C 1.753 0.173 1.007 -0.2648
C 0.360 -0.088 0.483 2.3864
C -0.626 0.710 1.382 0.5092
C -2.106 0.246 1.106 -1.5758
C -0.412 0.479 2.875 -1.6254
N 0.275 -1.559 0.455 -0.5701
H 2.430 -0.646 1.371 0.3417
H 0.082 0.311 -0.502 -1.7988
H -0.649 1.802 1.200 0.4004
H -2.307 -0.553 1.858 0.3936
H -2.744 1.043 1.490 0.4198
H -2.459 -0.089 0.155 0.3110
H 0.066 -0.497 3.007 0.3573
H -1.259 0.426 3.535 0.4325
H 0.366 1.174 3.232 0.3359
H -0.589 -1.818 -0.024 0.3062
H 0.241 -1.933 1.399 0.2830
H -0.970 -0.656 -2.066 0.2894
H -2.095 -1.212 -2.799 0.3036
O -1.355 -1.527 -2.260 -0.6375
H -0.543 2.345 -2.422 0.3202
H 0.245 1.226 -1.646 0.3200
O -0.622 1.615 -1.808 -0.6340
H 2.769 1.603 -1.395 0.2996
H 2.451 0.373 -2.336 0.3058
O 2.175 1.255 -2.075 -0.6787
H 1.397 -2.227 -1.492 0.2979
H 0.592 -1.690 -2.724 0.3222
O 1.406 -1.590 -2.207 -0.6473
```

Highest occupied orbital energy: -9.610 eV
Gap between HOMO and LUMO: 10.2 eV
SMILES: CC(C)[C@H](N)C=O.O.O.O.O

---

(B)
# C5H19NO5

A cluster of 6 separate species, C5H19NO5 in total (ωB97M-V/def2-TZVPD, the Open Molecules 2025 dataset).

```
30
Properties=species:S:1:pos:R:3:mulliken_charge:R:1
N -1.663 -1.166 2.075 -0.4336
C -0.399 -1.030 1.385 0.3370
C -0.342 -0.299 0.274 -0.1321
C -1.578 0.554 -0.246 -0.5996
C -1.913 1.827 -0.197 -0.4248
C 0.714 -1.760 2.051 -1.3656
H -1.580 -1.132 3.089 0.2407
H -2.313 -0.515 1.821 0.2293
H 0.448 -0.114 -0.351 0.1968
H -2.436 -0.125 -0.760 0.3539
H -2.794 2.156 -0.538 0.3699
H -1.116 2.520 0.047 0.1920
H 1.832 -1.309 2.248 0.2403
H 1.276 -2.501 1.345 0.2397
H 0.623 -2.206 2.966 0.4597
H 3.602 -1.599 -1.075 0.3300
H 2.451 -1.799 -2.229 0.2489
O 3.246 -1.765 -1.960 -0.5702
H -1.542 1.307 -2.636 0.3665
H -0.175 1.277 -2.177 0.3020
O -0.753 1.846 -2.635 -0.6150
H -2.809 -3.128 -0.982 0.3168
H -1.861 -2.180 -0.348 0.3211
O -2.853 -2.179 -0.655 -0.6268
H 1.514 2.399 2.300 0.2987
H 0.096 2.432 1.705 0.3005
O 0.952 2.746 1.588 -0.6032
H 2.754 0.911 -1.621 0.3238
H 2.797 0.988 -0.080 0.3290
O 3.405 1.229 -0.945 -0.6256
```

Highest occupied orbital energy: -9.007 eV
Gap between HOMO and LUMO: 9.1 eV
SMILES: C=C/C=C(/C)N.O.O.O.O.O

---

List of relative energies, unit kcal/mol: (A) 0.0; (B) 97.9

---

(A)
# C5H4N

The ion C5H4N with charge +1 (ωB97M-V/def2-TZVPD, the Open Molecules 2025 dataset).

```
10
Properties=species:S:1:pos:R:3:mulliken_charge:R:1
C 0.181 0.055 -1.324 0.0111
C 0.416 0.844 -0.338 0.2556
C -0.207 -0.691 0.218 0.5503
C -0.675 -1.173 -1.101 -0.2482
C 0.693 1.173 1.044 -0.3959
N -0.263 -0.166 1.361 -0.3317
H -1.763 -1.104 -1.176 0.2721
H -0.375 -2.179 -1.431 0.3002
H 1.706 1.022 1.378 0.2886
H 0.340 2.182 1.377 0.2978
```

Highest occupied orbital energy: -15.726 eV
Gap between HOMO and LUMO: 9.9 eV
Charge: +1

---

(B)
# C5H4N

A cluster of 2 separate species, C5H4N in total (ωB97M-V/def2-TZVPD, the Open Molecules 2025 dataset).

```
10
Properties=species:S:1:pos:R:3:mulliken_charge:R:1
C -0.823 -0.040 -0.756 0.1455
C 3.661 -0.463 0.314 0.0573
C 0.159 0.163 -1.430 0.0469
C 2.403 -0.273 -0.164 0.0068
C -1.974 0.224 -0.117 -0.3876
N 2.797 -1.455 0.431 -0.1950
H 0.755 0.460 -2.185 0.4615
H 4.795 -0.233 0.460 0.3106
H -2.813 -0.476 -0.011 0.2827
H -2.199 1.194 0.436 0.2712
```

Highest occupied orbital energy (spin up / spin down): -14.615 / -14.616 eV
Gap between HOMO and LUMO (spin up / spin down): 7.5 / 7.5 eV
Charge: +1

---

List of relative energies, unit kcal/mol: (A) 0.0; (B) 24.1

---

(A)
# C5H4N

The ion C5H4N with charge +1 (ωB97M-V/def2-TZVPD, the Open Molecules 2025 dataset).

```
10
Properties=species:S:1:pos:R:3:mulliken_charge:R:1
C 3.569 0.416 -0.177 0.1173
C 2.496 -0.156 -0.163 -0.2403
C 1.369 -0.814 0.108 0.4552
C -0.024 -0.826 0.031 0.3735
C -1.329 -0.258 -0.148 -0.8533
N 0.606 -1.970 0.322 -0.3067
H 4.346 1.128 -0.127 0.4270
H -1.009 0.747 0.064 0.3120
H -2.040 -0.868 0.385 0.3555
H -1.727 -0.269 -1.150 0.3597
```

Highest occupied orbital energy: -15.949 eV
Gap between HOMO and LUMO: 9.4 eV
SMILES: C#CC1=[N+]=C1C
Charge: +1

---

(B)
# C5H4N

A structure of composition C5H4N (ωB97M-V/def2-TZVPD, the Open Molecules 2025 dataset).

```
10
Properties=species:S:1:pos:R:3:mulliken_charge:R:1
C 4.165 0.191 -0.501 0.1464
C 2.986 0.173 -0.331 -0.4348
C 1.119 0.740 0.193 0.3355
C -0.285 0.862 0.102 0.5943
C -1.502 0.480 -0.514 -0.8738
N 0.407 1.434 1.138 -0.2286
H 5.082 -0.225 -0.523 0.4172
H -1.351 0.430 -1.577 0.3442
H -2.381 0.977 -0.134 0.3418
H -1.673 -0.589 -0.474 0.3579
```

Highest occupied orbital energy: -15.942 eV
Gap between HOMO and LUMO: 9.8 eV
Charge: +1

---

List of relative energies, unit kcal/mol: (A) 0.0; (B) 78.5

---

(A)
# C5H15N2O

A cluster of 2 separate species, C5H15N2O in total (ωB97M-V/def2-TZVPD, the Open Molecules 2025 dataset).

```
23
Properties=species:S:1:pos:R:3:mulliken_charge:R:1
C -1.160 1.506 -0.493 -0.5774
C 0.224 1.754 0.339 -0.8804
C 0.992 0.478 0.272 0.8915
C 1.601 -0.018 -0.853 -1.3958
C 1.010 -1.733 1.322 -1.1176
N 0.722 -0.269 1.496 -0.2497
N -1.952 0.330 0.158 -0.0507
H -0.764 1.339 -1.507 0.3037
H -1.575 2.515 -0.539 0.4043
H 0.703 2.627 -0.161 0.4072
H 0.249 2.200 1.458 0.2961
H 2.201 -0.961 -0.607 0.3429
H 1.827 0.546 -1.799 0.3078
H 2.002 -1.879 1.366 0.5230
H 0.645 -2.146 0.363 0.3154
H 0.230 -2.299 2.006 0.2778
H 1.150 0.036 2.315 0.2606
H -2.245 0.532 1.044 0.3706
H -2.615 0.027 -0.484 0.3156
H -1.168 -0.285 0.398 0.2056
H 0.065 -1.477 -1.858 0.3216
H -1.360 -1.796 -2.268 0.3178
O -0.783 -1.029 -1.970 -0.5900
```

Highest occupied orbital energy: -12.547 eV
Gap between HOMO and LUMO: 9.5 eV
Charge: +1

---

(B)
# C5H15N2O

A cluster of 2 separate species, C5H15N2O in total (ωB97M-V/def2-TZVPD, the Open Molecules 2025 dataset).

```
23
Properties=species:S:1:pos:R:3:mulliken_charge:R:1
C -1.279 0.566 0.271 -1.7387
C -0.304 1.067 -0.812 0.6528
C 1.100 0.412 -0.759 -1.0810
C 1.277 -1.047 -0.480 0.4967
C 2.402 -1.622 -0.111 -1.0746
N 0.057 -1.884 -0.679 -0.1795
N -0.072 2.479 -0.528 -0.7368
H -0.767 0.033 1.067 0.2495
H -2.095 -0.042 -0.125 0.3577
H -1.731 1.422 0.749 0.6946
H -0.727 0.948 -1.820 0.2416
H 1.634 0.730 -1.656 0.4170
H 1.560 0.973 0.062 0.4220
H 2.579 -2.691 -0.143 0.2826
H 3.223 -1.009 0.232 0.3070
H 0.329 -2.740 -1.168 0.4342
H -0.653 -1.403 -1.233 0.3364
H -0.365 -2.110 0.222 0.3620
H 0.538 2.973 -1.168 0.2349
H -0.944 2.996 -0.513 0.2234
H -1.410 0.615 2.779 0.4030
H -2.296 -0.706 2.633 0.3087
O -2.056 0.038 3.183 -0.6135
```

Highest occupied orbital energy: -13.166 eV
Gap between HOMO and LUMO: 9.4 eV
Charge: +1

---

List of relative energies, unit kcal/mol: (A) 23.5; (B) 0.0

---

(A)
# C5H15N2O

A cluster of 2 separate species, C5H15N2O in total (ωB97M-V/def2-TZVPD, the Open Molecules 2025 dataset).

```
23
Properties=species:S:1:pos:R:3:mulliken_charge:R:1
C 2.375 -1.843 -0.910 -1.1744
C 1.650 -0.624 -1.448 -0.4547
C 0.104 -0.558 -1.328 -0.9810
C -0.494 -0.213 -0.013 0.0313
C -1.430 -0.923 0.607 -0.0621
N -2.041 -0.516 1.787 -0.5095
N 0.041 1.028 0.563 -0.1283
H 3.392 -1.693 -0.560 0.3511
H 2.066 -2.701 -1.500 0.3351
H 1.965 -2.084 0.091 0.2868
H 2.071 0.294 -1.011 0.3249
H 1.812 -0.529 -2.518 0.3309
H -0.260 -1.532 -1.672 0.4060
H -0.194 0.043 -2.194 0.3419
H -1.743 -1.896 0.261 0.4025
H -2.724 -1.177 2.100 0.2561
H -2.318 0.443 1.899 0.1745
H 1.058 1.125 0.580 0.3246
H -0.220 1.765 -0.099 0.4221
H -0.404 1.346 1.418 0.3204
H -1.934 3.649 0.664 0.3377
H -1.563 3.322 2.091 0.3261
O -1.211 3.272 1.190 -0.6620
```

Highest occupied orbital energy: -12.679 eV
Gap between HOMO and LUMO: 9.4 eV
Charge: +1

---

(B)
# C5H15N2O

A cluster of 2 separate species, C5H15N2O in total (ωB97M-V/def2-TZVPD, the Open Molecules 2025 dataset).

```
23
Properties=species:S:1:pos:R:3:mulliken_charge:R:1
C 0.970 0.944 -1.222 -0.5008
N 0.806 0.678 0.232 -0.1992
C -0.265 -0.254 0.648 -0.5745
C 0.191 -0.900 1.964 -0.7117
C -0.825 -1.844 2.564 -0.5001
O -2.116 -1.285 2.383 -0.5180
C -0.313 1.002 -1.846 -0.4080
N 1.609 1.561 -4.077 -0.5972
H 1.740 0.307 -1.642 0.3448
H 1.422 1.942 -1.197 0.4826
H 0.719 1.577 0.710 0.3325
H -0.469 -0.975 -0.149 0.3851
H -1.227 0.234 0.847 0.3459
H 0.328 -0.021 2.606 0.3421
H 1.178 -1.346 1.814 0.3547
H -0.731 -2.850 2.132 0.3663
H -0.613 -1.973 3.625 0.3378
H -2.791 -1.949 2.571 0.3082
H -1.016 1.707 -1.390 0.2800
H -0.698 0.136 -2.370 0.3962
H 0.721 1.614 -3.577 0.1778
H 1.719 0.565 -4.265 0.2601
H 1.435 1.907 -5.017 0.2954
```

Highest occupied orbital energy: -13.499 eV
Gap between HOMO and LUMO: 6.0 eV
Charge: +1

---

List of relative energies, unit kcal/mol: (A) 0.0; (B) 83.2